{"formula": "C10H25I2O2P2Y", "method": "the ωB97M-V functional and the def2-TZVPD basis", "species": ["I", "I", "Y", "P", "C", "C", "H", "H", "H", "H", "H", "H", "C", "H", "H", "H", "P", "C", "C", "H", "H", "H", "C", "H", "H", "H", "H", "H", "H", "C", "O", "C", "C", "C", "O", "H", "H", "H", "H", "H", "H", "H"], "xyz": [[0.333528, -1.082277, -4.427574], [-0.440982, 1.557694, -3.538804], [0.028860, -0.872566, -0.953800], [-2.783589, 0.006964, -0.882924], [-3.766512, 1.483878, -0.418648], [-3.350476, -0.599398, -2.498742], [-4.441064, -0.725573, -2.483293], [-4.389642, -1.429979, 0.177372], [-2.836473, -1.546570, -2.723992], [-2.786516, -2.227238, 0.079263], [-3.492464, 2.306682, -1.106389], [-3.009174, 0.116366, -3.259496], [-3.309590, -1.280242, 0.274395], [-4.851323, 1.260257, -0.465465], [-3.044900, -1.012862, 1.304276], [-3.471624, 1.788763, 0.605955], [2.750022, 0.097885, -0.875534], [3.668726, 1.602349, -0.385955], [3.355375, -1.175522, 0.265617], [2.866995, -1.439521, -2.722111], [4.450287, -0.582817, -2.456951], [3.002644, 0.211977, -3.247599], [3.358314, -0.484439, -2.481150], [2.851269, -2.137659, 0.096699], [4.435763, -1.296707, 0.128280], [4.762120, 1.422988, -0.412284], [3.334002, 1.882674, 0.632260], [3.126318, -0.906521, 1.302211], [3.369296, 2.418248, -1.070096], [-0.017955, 1.300712, -0.732531], [-0.012410, 2.358842, -0.240966], [-0.987375, 0.740924, 2.886283], [0.314717, 0.062549, 2.450299], [0.814278, -0.992327, 3.458649], [0.172632, -0.613822, 1.200146], [-1.756139, -0.023170, 3.129943], [-1.328508, 1.393823, 2.064513], [-0.814368, 1.368555, 3.782218], [1.101282, 0.842514, 2.352151], [-0.017287, -1.681435, 3.712554], [1.677451, -1.563137, 3.063755], [1.134509, -0.550872, 4.417463]], "forces_ev_per_angstrom": [[-0.8, 1.6, 0.7], [0.6, -1.5, -1.5], [0.1, -1.1, 2.9], [0.6, -0.2, 0.3], [0.5, 0.1, -0.1], [0.0, 0.3, 0.0], [0.3, -0.1, -0.3], [0.1, -0.2, 0.2], [-0.4, 0.1, 0.1], [-0.2, 0.1, -0.1], [-0.4, -0.3, 0.3], [-0.5, -0.2, 0.1], [0.0, -0.2, 0.3], [0.6, 0.2, 0.0], [-0.2, 0.1, -0.2], [-0.3, -0.2, -0.5], [-0.2, -0.4, 0.2], [-0.5, 0.2, -0.2], [-0.1, -0.2, 0.3], [0.5, 0.1, 0.2], [-0.3, 0.0, -0.3], [0.5, 0.0, 0.0], [0.0, 0.2, -0.1], [0.2, 0.1, -0.1], [-0.2, -0.1, 0.1], [-0.6, 0.1, 0.0], [0.3, -0.2, -0.5], [0.1, 0.1, -0.2], [0.4, -0.3, 0.3], [0.1, 6.2, 3.5], [0.0, -3.6, -2.1], [0.1, -0.2, 0.0], [0.6, -0.5, 0.5], [-0.2, 0.0, 0.4], [-0.5, -0.1, -3.1], [0.4, 0.5, -0.2], [-0.1, -0.2, 0.4], [-0.1, -0.4, -0.5], [-0.3, -0.3, -0.1], [0.5, 0.2, -0.3], [-0.6, 0.3, 0.1], [-0.1, 0.1, -0.4]], "gap_ev": 5.88, "total_energy_ha": -1862.40476, "total_charge": 2}

***

{"formula": "C10H25N4O", "method": "the ωB97M-V functional and the def2-TZVPD basis", "species": ["C", "C", "C", "C", "C", "C", "C", "C", "C", "C", "N", "N", "N", "N", "O", "H", "H", "H", "H", "H", "H", "H", "H", "H", "H", "H", "H", "H", "H", "H", "H", "H", "H", "H", "H", "H", "H", "H", "H", "H"], "xyz": [[0.265658, 0.388653, -0.486302], [0.442564, 1.900924, -0.940169], [5.061779, -1.304079, -0.715361], [4.431919, 0.538378, 0.998553], [-5.295543, 0.901300, 0.367492], [-4.629696, -1.405349, 0.523790], [2.721270, -0.373814, -0.628200], [3.993513, -0.746198, 0.182336], [1.545464, -0.112293, 0.318506], [-1.171763, 0.269257, 0.059834], [1.193437, -0.286756, 1.499600], [-1.384279, 0.275527, 1.385283], [-2.134141, 0.214589, -0.842087], [-4.621905, -0.331484, -0.392508], [0.180577, -0.444004, -1.728741], [1.342352, 2.069507, -1.625984], [0.726297, 2.523232, -0.047107], [-0.617039, 2.258534, -1.281732], [6.004331, -1.348208, -0.304479], [4.838303, -2.259009, -1.181020], [5.122352, -0.580230, -1.516393], [5.378380, 0.209854, 1.418005], [4.490193, 1.420456, 0.415778], [3.547900, 0.666866, 1.545999], [-5.294390, 1.852123, -0.283276], [-6.301911, 0.700684, 0.778935], [-4.623625, 0.920194, 1.180084], [-4.022807, -1.257471, 1.521601], [-5.481176, -1.609639, 1.099715], [-4.482123, -2.403009, 0.044269], [2.759688, 0.507502, -1.241486], [2.390476, -1.136199, -1.262219], [3.840308, -1.404577, 0.968995], [-0.563115, 0.374202, 1.946872], [1.804709, -0.645254, 2.258617], [0.948792, -0.166431, -2.228435], [-2.260615, 0.233286, 1.753136], [-3.220291, -0.029194, -0.553434], [-1.773360, 0.092693, -1.775747], [-5.152499, -0.474549, -1.232735]], "forces_ev_per_angstrom": [[0.9, 0.4, -2.5], [-0.6, 0.4, 0.8], [-1.7, 0.7, -1.7], [0.1, -2.5, -2.0], [0.5, -0.5, -2.4], [1.3, -2.7, 2.1], [0.1, 0.0, 3.5], [0.5, 2.6, -1.4], [-2.7, 0.1, -2.0], [0.0, -0.3, 0.4], [1.1, -0.5, 2.6], [2.2, 0.5, -2.9], [0.6, -0.2, 1.9], [-1.9, 3.2, 1.4], [0.0, 1.0, 1.4], [-1.7, -0.4, 0.4], [-0.5, -0.6, -0.6], [2.4, -0.3, 0.0], [2.1, -0.2, 1.3], [-0.3, -0.2, 0.1], [0.4, 0.1, -0.6], [-0.2, 0.8, 0.9], [0.7, 0.8, -0.9], [-0.4, 0.5, 2.1], [0.2, -1.6, 1.1], [0.4, -0.2, -0.6], [0.6, 1.0, 1.2], [0.2, 0.0, -2.4], [-2.5, 0.3, 0.1], [0.8, 0.9, 0.3], [0.8, 0.6, -0.2], [-0.3, -1.5, -0.9], [-1.1, -1.7, 1.2], [0.5, -0.3, 0.4], [0.2, 0.2, -1.2], [0.0, -0.1, -0.5], [-2.8, -0.1, 1.1], [0.6, 0.5, -1.0], [-0.1, -0.1, -0.2], [-0.2, -0.6, -0.3]], "gap_ev": 10.71, "total_energy_ha": -689.97503, "total_charge": 1}

***

{"formula": "C10H25NO3PS", "method": "the ωB97M-V functional and the def2-TZVPD basis", "species": ["C", "C", "O", "P", "O", "C", "C", "C", "N", "C", "S", "C", "C", "O", "C", "C", "H", "H", "H", "H", "H", "H", "H", "H", "H", "H", "H", "H", "H", "H", "H", "H", "H", "H", "H", "H", "H", "H", "H", "H", "H"], "xyz": [[-5.039403, -2.106773, -0.701675], [-4.258970, -0.955417, -0.096968], [-2.910084, -0.864370, -0.644913], [-1.748963, -1.739112, -0.002980], [-2.200470, -2.853755, 0.830636], [-0.693754, -0.550861, 0.885587], [0.824268, -0.759291, 0.704411], [1.539444, 0.400713, 0.003262], [2.711690, 0.912019, 0.816192], [2.408975, 2.081134, 1.716287], [3.955924, 2.824838, 2.272640], [3.598542, 4.572353, 1.911580], [3.706100, 4.947454, 0.442121], [-0.822450, -2.088173, -1.244147], [-1.373117, -2.713536, -2.434379], [-0.850730, -4.123380, -2.565120], [-4.931744, -3.009630, -0.103703], [-6.097095, -1.854369, -0.761571], [-4.675529, -2.325905, -1.705527], [-4.712913, 0.006111, -0.324444], [-4.189947, -1.054630, 0.986536], [-0.970896, -0.621766, 1.937498], [-0.990242, 0.440986, 0.541831], [1.272624, -0.913465, 1.691674], [1.021737, -1.670399, 0.144539], [0.882683, 1.251667, -0.167186], [1.948963, 0.095238, -0.957702], [3.046184, 0.141095, 1.398686], [3.492869, 1.183062, 0.214177], [1.806023, 1.707188, 2.541720], [1.845241, 2.800297, 1.128990], [4.316798, 5.118625, 2.522228], [2.610240, 4.790128, 2.316729], [2.836437, 4.611605, -0.126940], [4.602430, 4.520849, -0.007111], [3.761180, 6.031002, 0.335237], [-1.071226, -2.091419, -3.274808], [-2.461538, -2.705727, -2.383177], [-1.272180, -4.768148, -1.795042], [0.236969, -4.147146, -2.509287], [-1.154072, -4.519095, -3.535878]], "forces_ev_per_angstrom": [[0.1, -0.1, 0.1], [0.0, 0.1, 0.0], [0.0, -0.1, 0.1], [0.1, 0.0, 0.0], [-0.1, -0.1, 0.0], [0.1, 0.0, -0.2], [0.0, 0.0, 0.3], [0.0, -0.1, -0.1], [-0.1, 0.0, 0.0], [0.2, 0.0, 0.0], [-0.1, -0.1, 0.1], [0.0, 0.0, -0.1], [0.0, 0.0, 0.0], [-0.1, 0.3, -0.1], [0.0, -0.2, 0.0], [-0.1, 0.0, -0.1], [0.1, 0.0, 0.0], [0.0, 0.0, 0.0], [-0.1, 0.1, -0.1], [0.0, 0.0, -0.1], [0.0, 0.0, 0.0], [0.0, 0.0, 0.0], [0.0, 0.0, 0.0], [0.0, 0.0, 0.0], [0.0, 0.0, 0.0], [0.0, 0.0, 0.0], [0.0, 0.0, 0.0], [0.2, 0.0, -0.1], [0.0, 0.0, 0.0], [-0.1, 0.0, -0.1], [-0.1, 0.0, 0.0], [0.0, -0.1, 0.0], [0.1, 0.1, 0.1], [0.0, 0.0, 0.0], [0.0, 0.0, 0.0], [-0.1, 0.0, 0.0], [0.0, 0.0, 0.0], [0.0, 0.0, 0.0], [0.1, 0.0, 0.1], [0.0, 0.0, 0.0], [0.0, 0.0, 0.0]], "gap_ev": 10.01, "smiles": "CCOP(=O)(CCC[NH2+]CSCC)OCC", "total_energy_ha": -1415.87715, "total_charge": 1}